No. 1
A 3-piece molecular cluster, C19H29BN2O5S3 overall. Source: OMol25; level of theory: ωB97M-V/def2-TZVPD.

- Frontier orbital gap: 8.3 eV
- Charge: 0

Last column: Mulliken charge in e.
Positions of all 59 atoms, in Å:
C: -0.4695 0.5681 1.1019  -1.01
B: -1.2591 1.4460 0.0515  0.62
O: -2.1324 2.4109 0.5318  -0.63
N: -1.0338 1.1734 -1.3920  0.20
C: -2.0639 0.5111 -2.0925  -0.11
C: -3.3709 0.4096 -1.6973  -0.19
C: -4.3035 -0.2854 -2.4286  -0.73
C: -3.9613 -0.8997 -3.5999  0.54
C: -4.9511 -1.6525 -4.4614  -1.07
O: -5.4601 -0.7793 -5.4747  -0.22
O: -6.1688 0.2466 -4.8153  -0.37
C: -2.6517 -0.7877 -4.0192  -0.41
C: -1.7306 -0.0985 -3.2969  0.25
S: -0.0400 0.0859 -3.8381  -0.36
C: 0.2111 1.7851 -3.3377  0.59
C: 0.9182 2.6439 -4.1116  -0.49
C: 1.0749 3.9643 -3.7146  -0.76
C: 0.4926 4.3629 -2.5507  0.27
C: 0.5693 5.8038 -2.0700  -0.98
N: -0.7173 6.4898 -2.3960  -0.66
C: -0.2013 3.4740 -1.7591  0.05
C: -0.3541 2.1629 -2.1319  -0.64
H: 0.5402 0.3624 0.7414  0.28
H: -0.4497 1.0027 2.1018  0.32
H: -0.9424 -0.4243 1.1624  0.36
H: -2.6455 1.9819 1.2293  0.34
H: -3.7130 0.8897 -0.7857  0.32
H: -5.3259 -0.3145 -2.0688  0.36
H: -4.4250 -2.4618 -4.9686  0.39
H: -5.7798 -2.0516 -3.8682  0.38
H: -5.7279 1.0680 -5.0752  0.33
H: -2.3388 -1.2625 -4.9463  0.40
H: 1.3736 2.3223 -5.0420  0.39
H: 1.6349 4.6459 -4.3444  0.39
H: 0.6523 5.8261 -0.9835  0.38
H: 1.3451 6.3660 -2.5899  0.40
H: -1.4344 6.0673 -1.8099  0.30
H: -1.0015 6.2204 -3.3348  0.28
H: -0.6508 3.8401 -0.8384  0.49
C: 2.5985 -3.2893 2.8126  -0.89
S: 3.0950 -1.5694 2.6974  0.48
O: 1.8517 -0.7507 2.6700  -0.56
C: 3.7102 -1.6599 1.0097  -0.98
H: 2.1459 -3.4487 3.7869  0.17
H: 1.8726 -3.5189 2.0309  0.39
H: 3.4738 -3.9296 2.7169  0.38
H: 2.9128 -1.9927 0.3444  0.28
H: 4.5522 -2.3509 0.9681  0.38
H: 4.0407 -0.6656 0.7152  0.34
C: 3.7547 -5.6710 7.7491  -0.97
S: 3.0528 -4.6154 6.4747  0.53
O: 3.9473 -4.7007 5.2897  -0.59
C: 3.4043 -3.0568 7.2986  -0.89
H: 3.6741 -6.7033 7.4146  0.32
H: 4.8036 -5.4164 7.9018  0.31
H: 3.1941 -5.5440 8.6754  0.37
H: 4.4758 -2.9702 7.4803  0.30
H: 2.8549 -3.0121 8.2392  0.36
H: 3.0771 -2.2479 6.6477  0.28


No. 2
A 2-piece molecular cluster, C3H11N3O3 overall. Source: OMol25; level of theory: ωB97M-V/def2-TZVPD.

- Frontier orbital gap: 8.6 eV
- Charge: 0
- Energy relative to the best compared isomer or geometry (same formula, charge and spin): 604.3 kJ/mol

Last column: Mulliken charge in e.
Positions of all 20 atoms, in Å:
C: 0.1068 1.8657 -0.0928  -0.26
C: 0.3039 0.0683 -1.7244  -0.47
C: 0.3265 -1.0880 1.5889  -0.22
N: -2.1382 -0.2948 0.7963  -0.61
N: -0.4875 0.6189 -0.7014  0.13
N: -0.9489 -0.4438 0.0738  -0.16
O: 1.3464 1.5586 0.3867  -0.57
O: 1.6187 -0.3199 -1.4131  -0.59
O: 0.7233 -2.3243 1.1234  -0.50
H: -0.5660 2.3464 0.6840  0.22
H: 0.2824 2.7539 -0.8765  0.22
H: -0.1377 -0.8006 -2.2136  0.42
H: 0.4815 0.7939 -2.5980  0.23
H: -0.2010 -1.0434 2.5868  0.25
H: 1.1082 -0.4370 1.4218  0.31
H: -2.2106 0.7672 1.0170  0.24
H: -2.8666 -0.7105 0.2908  0.22
H: 1.7504 0.8838 -0.1148  0.42
H: 1.6142 -1.2961 -1.1297  0.37
H: -0.1056 -2.8982 0.8948  0.36


HOMO level, respectively: -7.77; -7.83 eV.
Max |F|, respectively: 1.91; 4.59 eV/A.
DFT total energy, respectively: -66570.7387; -13896.6710 eV.